# 1
{"formula": "C31H29I2N4O4PS4Y", "method": "ωB97M-V/def2-TZVPD", "charge": -1, "energy_ev": -116647.645, "largest_force_ev_per_a": 0.096, "orbital_gap_ha": 0.246, "spin_multiplicity": 1, "de_lowest_kj_mol": 184.40, "elements": ["Y", "O", "C", "C", "C", "C", "C", "C", "C", "P", "C", "C", "C", "C", "C", "C", "C", "C", "C", "C", "C", "C", "H", "H", "H", "H", "H", "H", "H", "H", "H", "H", "H", "H", "H", "H", "C", "C", "N", "O", "C", "C", "N", "O", "H", "H", "H", "H", "H", "H", "H", "O", "C", "S", "C", "C", "S", "S", "S", "C", "C", "C", "C", "N", "N", "C", "H", "H", "H", "H", "H", "H", "H", "H", "I", "I"], "coordinates": [[0.537, 1.650, 0.859], [-1.725, 2.132, 0.712], [-1.687, 0.898, 0.527], [-2.973, 0.174, 0.397], [-4.102, 0.621, 1.078], [-5.282, -0.102, 1.014], [-5.336, -1.258, 0.246], [-4.218, -1.695, -0.453], [-3.017, -0.994, -0.375], [-1.458, -1.511, -1.203], [-2.066, -2.980, -2.134], [-1.881, -4.227, -1.539], [-2.332, -5.386, -2.156], [-2.958, -5.313, -3.391], [-3.132, -4.078, -4.003], [-2.693, -2.920, -3.377], [-1.327, -0.289, -2.565], [-0.163, -0.334, -3.332], [0.036, 0.560, -4.372], [-0.923, 1.524, -4.652], [-2.084, 1.578, -3.896], [-2.289, 0.674, -2.862], [-4.024, 1.530, 1.661], [-6.158, 0.234, 1.555], [-6.257, -1.825, 0.186], [-4.287, -2.590, -1.057], [-1.374, -4.285, -0.582], [-2.184, -6.345, -1.676], [-3.304, -6.215, -3.881], [-3.616, -4.016, -4.970], [-2.836, -1.961, -3.859], [0.607, -1.058, -3.092], [0.957, 0.526, -4.943], [-0.754, 2.244, -5.443], [-2.829, 2.338, -4.099], [-3.197, 0.734, -2.276], [4.347, 2.854, 3.587], [3.038, 2.455, 2.987], [2.922, 2.055, 1.772], [4.122, 2.039, 1.060], [1.804, 2.493, 3.786], [1.762, 2.844, 5.235], [0.749, 2.161, 3.109], [-0.430, 2.019, 3.608], [5.162, 2.281, 3.152], [4.330, 2.721, 4.667], [4.520, 3.911, 3.377], [3.827, 1.720, 0.185], [2.272, 3.791, 5.422], [2.222, 2.074, 5.862], [0.717, 2.940, 5.523], [3.849, 3.366, -5.538], [3.277, 3.085, -4.516], [3.660, 1.664, -3.529], [2.404, 1.874, -2.323], [1.633, 2.970, -2.458], [0.247, 3.355, -1.473], [1.984, 4.048, -3.799], [2.259, 0.609, -1.135], [4.057, -2.830, 2.221], [2.732, -2.148, 2.244], [1.535, -2.481, 2.844], [0.636, -1.454, 2.502], [1.250, -0.553, 1.742], [2.516, -0.993, 1.600], [-0.800, -1.315, 2.878], [4.028, -3.716, 2.852], [4.845, -2.172, 2.590], [4.322, -3.138, 1.209], [1.335, -3.347, 3.452], [3.166, -0.443, 1.055], [-1.033, -1.985, 3.707], [-1.443, -1.573, 2.034], [-1.020, -0.291, 3.184], [1.233, 4.831, 0.476], [2.293, 6.242, 2.802]], "lowdin_charge": [1.0429, -0.1693, -0.3396, -0.2603, -0.0183, -0.0810, -0.0848, -0.0759, -0.3370, 1.1105, -0.3922, -0.1157, -0.0967, -0.1022, -0.0881, -0.0846, -0.3932, -0.1342, -0.0899, -0.0934, -0.0879, -0.0897, 0.1198, 0.0984, 0.0978, 0.0957, 0.0960, 0.0970, 0.0956, 0.0991, 0.1038, 0.0877, 0.1016, 0.1022, 0.1029, 0.1058, -0.0203, -0.3229, -0.1071, -0.0967, -0.3297, -0.0444, -0.2552, -0.1790, 0.0758, 0.0734, 0.0576, -0.0073, 0.0624, 0.0789, 0.0688, -0.0781, -1.0304, 0.9484, -1.1441, -1.1462, 0.3155, 0.9483, 0.5192, -0.0198, -0.2964, 0.0163, -0.3191, -0.0095, 0.0331, -0.0212, 0.0765, 0.0811, 0.0825, 0.1058, 0.0877, 0.0799, 0.0612, 0.0608, 0.3247, -0.1531]}

=====

# 2
{"formula": "H18O10V", "method": "ωB97M-V/def2-TZVPD", "charge": 2, "energy_ev": -46440.956, "largest_force_ev_per_a": 5.423, "s_squared": 0.8479, "orbital_gap_ha": [0.339, 0.367], "spin_multiplicity": 2, "de_lowest_kj_mol": 81.10, "elements": ["O", "V", "O", "H", "H", "O", "H", "H", "O", "H", "H", "O", "H", "H", "O", "H", "H", "O", "H", "H", "O", "H", "H", "O", "H", "H", "O", "H", "H"], "coordinates": [[-0.314, -1.094, 0.313], [0.168, 0.389, -0.097], [0.640, 0.845, 2.098], [1.406, 0.723, 2.659], [0.167, 1.577, 2.494], [0.770, -0.714, -1.947], [0.953, -0.134, -2.687], [1.051, -1.579, -2.244], [-2.137, 0.731, 1.138], [-2.620, 0.147, 1.723], [-2.515, 1.596, 1.296], [1.294, -3.254, 2.141], [1.681, -4.105, 1.937], [0.359, -3.368, 1.970], [1.805, 1.632, -0.972], [1.821, 2.588, -1.009], [2.497, 1.356, -1.573], [-1.312, 0.905, -1.679], [-1.519, 1.742, -2.093], [-2.121, 0.398, -1.744], [-2.702, -1.467, -1.459], [-2.439, -1.609, -2.369], [-2.900, -2.343, -1.127], [2.279, -1.072, 0.758], [2.176, -1.939, 1.151], [3.193, -1.044, 0.474], [-0.393, 2.688, 0.202], [-1.318, 2.861, 0.378], [0.029, 3.544, 0.270]], "lowdin_charge": [-0.1969, 1.1341, -0.0439, 0.0992, 0.0766, -0.0438, 0.0852, 0.1152, -0.0367, 0.0940, 0.0639, -0.0234, 0.0682, 0.0532, -0.0308, 0.0957, 0.1040, -0.0369, 0.1070, 0.0559, -0.0322, 0.0566, 0.0698, -0.0568, 0.0106, 0.0727, -0.0422, 0.0762, 0.1055]}

=====

# 3
{"formula": "C11H16F9N4O6RuS3", "method": "ωB97M-V/def2-TZVPD", "energy_ev": -89455.523, "largest_force_ev_per_a": 1.665, "s_squared": 0.7569, "orbital_gap_ha": [0.289, 0.261], "spin_multiplicity": 2, "de_lowest_kj_mol": 208.65, "elements": ["Ru", "C", "N", "C", "C", "C", "N", "C", "C", "H", "H", "H", "H", "H", "H", "H", "H", "H", "H", "H", "H", "H", "H", "H", "H", "F", "C", "F", "F", "S", "O", "O", "N", "S", "O", "O", "C", "F", "F", "F", "S", "C", "N", "F", "C", "F", "F", "C", "O", "O"], "coordinates": [[-0.364, 0.228, -0.402], [0.139, 2.486, 1.777], [-0.994, 1.923, 1.011], [-1.635, 3.081, 0.344], [-1.957, 1.294, 1.930], [-1.487, -0.094, 2.210], [-1.484, -0.854, 0.934], [-0.782, -2.151, 1.163], [-2.888, -1.132, 0.512], [-0.230, 3.292, 2.419], [0.880, 2.882, 1.089], [0.605, 1.730, 2.391], [-1.925, 3.799, 1.119], [-2.505, 2.769, -0.218], [-0.929, 3.550, -0.336], [-2.932, 1.296, 1.450], [-2.056, 1.866, 2.858], [-2.120, -0.592, 2.949], [-0.469, -0.096, 2.588], [-1.317, -2.701, 1.940], [0.235, -1.962, 1.487], [-0.785, -2.722, 0.243], [-3.425, -1.536, 1.373], [-2.890, -1.845, -0.296], [-3.365, -0.223, 0.162], [4.999, -0.642, 2.203], [3.696, -0.864, 2.230], [3.435, -2.074, 1.741], [3.254, -0.794, 3.486], [2.817, 0.413, 1.260], [1.442, -0.147, 1.180], [2.969, 1.632, 1.991], [3.618, 0.354, -0.088], [2.847, 0.545, -1.462], [3.641, 1.145, -2.472], [1.528, 1.138, -1.200], [2.743, -1.238, -2.001], [3.865, -1.848, -1.626], [1.720, -1.874, -1.406], [2.633, -1.307, -3.307], [-1.466, 2.390, -3.990], [-1.488, 1.641, -2.606], [-1.606, 1.160, -1.510], [-2.090, -1.981, -4.401], [-1.006, -2.412, -3.739], [-0.026, -2.621, -4.613], [-1.311, -3.586, -3.163], [-0.592, -1.365, -2.694], [0.225, -0.501, -2.969], [-1.167, -1.446, -1.542]], "lowdin_charge": [1.4355, -0.0769, -0.3007, -0.0824, -0.1753, -0.1755, -0.3594, -0.0450, -0.0478, 0.1034, 0.0927, 0.0598, 0.0998, 0.0738, 0.1006, 0.1163, 0.1408, 0.1373, 0.1082, 0.1070, 0.0719, 0.0873, 0.1036, 0.0841, 0.0819, 0.1671, -0.6891, 0.1488, 0.1457, 0.6511, -0.4124, -0.2507, -0.2773, 0.6532, -0.2160, -0.4029, -0.6687, 0.1490, 0.1132, 0.1716, 0.7041, -0.9143, -0.1243, 0.1626, -0.5453, 0.1745, 0.1518, -0.5284, 0.0213, -0.1256]}

=====

# 4
{"formula": "H19O9", "method": "ωB97M-V/def2-TZVPD", "charge": 1, "energy_ev": -18728.827, "largest_force_ev_per_a": 2.782, "orbital_gap_ha": 0.385, "spin_multiplicity": 1, "de_lowest_kj_mol": 275.71, "elements": ["O", "H", "H", "O", "H", "O", "H", "H", "O", "H", "H", "O", "H", "H", "O", "H", "H", "O", "H", "H", "O", "H", "H", "O", "H", "H", "H", "H"], "coordinates": [[-0.253, -0.796, -1.974], [0.230, 0.093, -2.216], [2.937, 2.234, 1.162], [1.426, 1.384, -2.534], [1.469, 2.325, -2.296], [0.219, -2.118, 0.205], [2.118, -2.989, -2.763], [-0.439, -2.619, 0.691], [1.856, -2.384, -2.073], [-0.081, -1.218, -1.057], [2.368, 1.304, -2.745], [-1.037, 0.716, 3.863], [0.367, -1.757, 3.044], [-0.934, 0.844, 2.929], [0.646, -2.679, 3.022], [-0.113, -3.167, 3.354], [-1.281, 1.323, 4.553], [-2.903, 2.757, 0.960], [-1.249, -0.582, -2.096], [-3.466, 3.530, 1.078], [-2.458, 0.388, -2.219], [2.309, -1.555, -1.952], [-2.089, 3.113, 1.335], [2.139, 1.806, 1.503], [-2.957, 0.189, -3.025], [-2.183, 1.312, -2.224], [1.112, -2.401, 0.413], [2.250, 0.946, 1.062]], "lowdin_charge": [0.1207, 0.1303, 0.0401, -0.0331, 0.0827, -0.0171, 0.0611, 0.0792, -0.0293, 0.0832, 0.0775, -0.0454, 0.0276, 0.0136, -0.0459, 0.0494, 0.0407, -0.0647, 0.0899, 0.0413, 0.0084, 0.0323, 0.0303, -0.0630, 0.1025, 0.0902, 0.0708, 0.0266]}

=====

# 5
{"formula": "C32H26BrF4IN3NaO", "method": "ωB97M-V/def2-TZVPD", "charge": -2, "energy_ev": -133553.091, "largest_force_ev_per_a": 0.565, "orbital_gap_ha": [0.215, 0.213], "spin_multiplicity": 1, "de_lowest_kj_mol": 101.28, "elements": ["Na", "Br", "C", "C", "C", "C", "C", "C", "C", "C", "C", "C", "H", "H", "H", "H", "H", "H", "C", "C", "N", "C", "C", "N", "H", "H", "H", "H", "H", "H", "F", "C", "C", "C", "C", "C", "C", "C", "H", "H", "H", "H", "H", "H", "N", "C", "O", "C", "I", "H", "H", "H", "H", "F", "C", "F", "F", "C", "C", "C", "C", "C", "C", "C", "C", "H", "H", "H", "H"], "coordinates": [[0.991, -0.113, 0.028], [1.580, -0.358, 3.266], [3.469, -0.557, 3.247], [4.087, -0.648, 4.461], [5.494, -0.776, 4.513], [6.213, -0.799, 3.357], [5.571, -0.705, 2.093], [6.340, -0.720, 0.903], [5.701, -0.632, -0.300], [4.290, -0.542, -0.361], [3.440, -0.513, 0.737], [4.153, -0.590, 1.988], [3.502, -0.615, 5.370], [5.990, -0.850, 5.475], [7.295, -0.888, 3.382], [7.421, -0.797, 0.972], [6.281, -0.631, -1.219], [3.856, -0.483, -1.361], [-0.913, 3.177, 1.492], [0.419, 3.335, 0.848], [1.278, 2.378, 0.609], [2.367, 2.978, 0.011], [2.159, 4.314, -0.113], [0.907, 4.536, 0.431], [-1.091, 2.118, 1.666], [-1.717, 3.529, 0.841], [-0.964, 3.724, 2.437], [3.220, 2.392, -0.293], [2.750, 5.104, -0.540], [0.419, 5.410, 0.480], [-4.276, -3.320, 1.265], [-2.934, -3.318, 1.037], [-2.485, -3.377, -0.269], [-1.124, -3.353, -0.495], [-0.205, -3.275, 0.575], [1.184, -3.228, 0.337], [-0.721, -3.209, 1.889], [-2.081, -3.230, 2.121], [-3.197, -3.393, -1.082], [-0.746, -3.344, -1.510], [1.565, -3.237, -0.675], [1.895, -3.113, 1.141], [-0.031, -3.096, 2.715], [-2.490, -3.146, 3.119], [1.514, -1.811, -3.812], [0.907, -0.683, -3.270], [1.159, -0.341, -2.113], [-0.027, -0.003, -4.126], [1.823, 0.971, -6.473], [2.345, -2.052, -3.289], [1.689, -1.711, -4.805], [-0.434, 0.938, -3.797], [-0.488, -0.529, -4.945], [-8.360, 0.877, -2.609], [-7.728, 1.867, -1.935], [-7.716, 2.934, -2.758], [-8.558, 2.185, -0.911], [-6.366, 1.478, -1.462], [-5.225, 2.093, -1.958], [-3.974, 1.713, -1.500], [-3.823, 0.710, -0.530], [-4.994, 0.090, -0.054], [-6.240, 0.468, -0.512], [-2.537, 0.336, -0.045], [-1.419, -0.011, 0.344], [-5.302, 2.874, -2.703], [-3.084, 2.187, -1.891], [-4.899, -0.695, 0.684], [-7.122, -0.026, -0.121]], "lowdin_charge": [0.0778, 0.7722, -0.6067, -0.1754, -0.1233, -0.0755, -0.1954, -0.0916, -0.1196, -0.1675, -0.0899, -0.2462, 0.0766, 0.0851, 0.0948, 0.0890, 0.0860, 0.0641, -0.0178, -0.3920, 0.1151, -0.1222, -0.1124, 0.0725, 0.0416, 0.0757, 0.0716, 0.0963, 0.0924, 0.1396, 0.0189, -0.2919, -0.0224, -0.0361, -0.3242, 0.0855, -0.0513, -0.0222, 0.1160, 0.1142, 0.0580, 0.0519, 0.0892, 0.1114, 0.1206, -0.6312, -0.0385, -0.0446, -0.4638, 0.0872, 0.0303, 0.0492, 0.0179, 0.1151, -0.5792, 0.1143, 0.1093, -0.1627, -0.0299, -0.0291, -0.2621, -0.0264, -0.0333, -0.1986, 0.0052, 0.1096, 0.1118, 0.1028, 0.1147]}

=====

# 6
{"formula": "C4H8N3", "method": "ωB97M-V/def2-TZVPD", "charge": 1, "energy_ev": -8735.871, "largest_force_ev_per_a": 3.778, "orbital_gap_ha": 0.397, "smiles": "N[C@]12CC[C@]13[NH2+]N23", "spin_multiplicity": 1, "de_lowest_kj_mol": 666.79, "elements": ["N", "C", "C", "C", "C", "N", "N", "H", "H", "H", "H", "H", "H", "H", "H"], "coordinates": [[-1.745, -0.711, 0.499], [-0.567, -0.169, -0.110], [0.275, -0.829, -1.129], [1.686, -0.214, -0.402], [0.692, 0.440, 0.470], [0.031, 1.507, 1.181], [-0.389, 1.313, -0.186], [-2.076, -1.469, -0.135], [-2.517, -0.074, 0.531], [0.028, -0.644, -2.116], [0.246, -1.890, -0.955], [2.194, -1.032, 0.165], [2.297, 0.324, -1.056], [-0.435, 1.017, 1.965], [0.280, 2.430, 1.280]], "lowdin_charge": [0.1340, -0.4242, 0.0129, 0.0449, -0.1987, 0.2046, 0.1851, 0.1219, 0.0899, 0.1053, 0.1254, 0.1418, 0.0952, 0.2034, 0.1587]}